# 1
15
Properties=species:S:1:pos:R:3:forces:R:3:mulliken_charge:R:1 method="wB97M-V/def2-TZVPD" charge=0 gap_ev="8.47 / 8.47" lumo_energy_ev="0.7009 / 0.7009"
C 1.867 -0.650 -1.719 0.1591 -0.1100 -0.1461 -0.73
N 0.991 0.119 -0.871 -0.3029 -0.2669 0.1796 -0.29
C 0.230 2.467 0.683 -0.3453 -0.3694 0.0390 -0.25
N -0.496 1.490 0.815 0.2127 0.0907 -0.0544 0.01
C -0.771 0.237 0.724 0.0124 0.1719 0.0154 0.07
C -1.843 -0.438 1.533 -0.0533 0.0052 0.0354 -1.27
C 0.101 -0.495 -0.199 0.2224 0.1577 -0.0995 0.22
H 1.662 -1.732 -1.714 0.0069 0.1478 0.0125 0.29
H 1.791 -0.278 -2.747 0.0183 -0.0661 0.1291 0.24
H 2.901 -0.486 -1.397 -0.1281 -0.0473 -0.0671 0.25
H -0.015 3.202 -0.089 -0.0522 -0.0178 0.1044 0.22
H -2.486 0.299 2.020 0.1201 -0.0734 -0.0983 0.34
H -2.474 -1.081 0.908 0.1213 0.1244 0.0609 0.32
H -1.408 -1.071 2.318 -0.0381 0.0989 -0.1288 0.27
H -0.049 -1.584 -0.266 0.0467 0.1544 0.0179 0.31

---

# 2
15
Properties=species:S:1:pos:R:3:forces:R:3:mulliken_charge:R:1 method="wB97M-V/def2-TZVPD" charge=0 gap_ev="8.60 / 8.61" lumo_energy_ev="0.1902 / 0.2025"
N -1.741 1.224 0.147 0.0147 0.1225 -0.1080 -0.66
C -0.835 0.138 -0.141 -0.0509 -0.2437 -0.2105 0.02
C -0.557 -0.022 -1.594 -1.1813 0.4480 -1.4146 0.25
N -0.502 0.053 -2.748 0.0753 -0.1572 0.7436 -0.51
C 0.586 0.209 0.375 0.6910 -1.0709 -1.4606 0.29
C 1.253 -0.992 -0.440 0.7288 0.3808 1.9217 -0.86
C 0.945 -0.334 1.666 0.3882 -0.6695 -0.1378 -0.88
H -2.600 1.046 -0.368 -0.0108 0.1514 0.2545 0.29
H -1.354 2.078 -0.247 -0.0900 0.0173 0.1063 0.29
H -1.258 -0.798 0.245 -0.0444 0.1199 -0.1964 0.26
H 1.059 1.183 0.188 -0.1031 -0.3854 -0.3398 0.36
H 0.792 -1.979 -0.699 -0.2834 1.1817 1.0773 0.32
H 2.252 -0.988 -0.894 -0.2055 0.6421 0.8198 0.27
H 1.692 0.168 2.295 -0.0685 -0.4467 -0.6302 0.28
H 0.268 -0.986 2.215 0.1398 -0.0902 -0.4254 0.28

---

# 3
15
Properties=species:S:1:pos:R:3:forces:R:3:mulliken_charge:R:1 method="wB97M-V/def2-TZVPD" charge=0 gap_ev="7.90 / 7.89" lumo_energy_ev="0.7952 / 0.7945"
C -0.565 -0.150 -2.362 -0.0826 -1.4378 -1.8547 -0.44
N -0.024 -0.428 -1.224 -1.1505 1.7223 -0.8398 0.64
C -0.454 -1.473 -0.357 0.1820 -0.2066 0.3691 -0.28
C -0.398 -0.945 0.852 0.2860 -0.3090 0.2437 -0.72
C 0.059 0.464 0.660 -1.8892 1.6275 0.0860 0.69
C 0.973 1.129 1.601 0.2521 -0.0466 1.3419 -1.34
N 0.519 0.595 -0.642 1.9845 -0.6413 0.2740 -1.06
H -1.023 -0.984 -2.817 -0.4369 -0.5534 -1.0966 0.26
H -0.254 0.764 -2.829 -0.3234 0.1296 -0.1253 0.30
H -1.005 1.016 0.524 1.2830 -0.5189 1.0605 0.15
H -0.798 -2.412 -0.762 0.0269 0.0963 0.0310 0.40
H -0.670 -1.387 1.793 -0.1020 -0.0701 0.0502 0.36
H 1.876 0.533 1.692 0.1867 -0.0710 -0.0070 0.32
H 0.494 1.145 2.568 0.0640 0.3309 0.6066 0.37
H 1.270 2.133 1.303 -0.2806 -0.0521 -0.1396 0.34

---

# 4
15
Properties=species:S:1:pos:R:3:forces:R:3:mulliken_charge:R:1 method="wB97M-V/def2-TZVPD" smiles="CC1(C)C=C=NN1" charge=0 gap_ev=7.06 lumo_energy_ev=-0.5583
C -0.454 -0.819 1.178 -0.0797 -0.0538 0.1031 -1.45
C -0.017 0.024 -0.027 -0.0353 0.0446 -0.1465 1.33
C 0.751 1.280 0.396 0.0535 0.0756 0.0278 -1.51
C -1.114 0.315 -0.999 -0.0701 0.0581 -0.0817 -0.62
C -0.975 -0.308 -2.218 0.1057 0.0488 0.4247 -0.42
N 0.221 -1.082 -2.022 0.2486 0.1770 0.2002 -0.50
N 0.780 -0.826 -0.905 -0.1698 -0.1755 -0.1954 0.32
H -1.162 -0.243 1.780 0.1152 -0.0860 -0.0692 0.35
H 0.401 -1.083 1.811 -0.1106 0.0557 -0.0967 0.38
H -0.950 -1.734 0.839 0.0552 0.1402 0.0663 0.39
H 1.594 1.022 1.048 -0.1240 0.0237 -0.1058 0.38
H 1.127 1.827 -0.474 -0.0825 -0.1050 0.1068 0.38
H 0.083 1.941 0.957 0.0925 -0.1112 -0.0880 0.36
H -1.898 1.022 -0.736 0.0951 -0.1276 -0.0624 0.35
H 1.614 -1.335 -0.629 -0.0939 0.0354 -0.0832 0.27

---

# 5
15
Properties=species:S:1:pos:R:3:forces:R:3:mulliken_charge:R:1 method="wB97M-V/def2-TZVPD" smiles=C[C@H]1CN1CC#N charge=0 gap_ev=10.78 lumo_energy_ev=0.9770
C 0.556 1.831 1.093 0.0114 -0.0710 -0.0657 -1.37
C -0.001 0.520 0.582 -0.3918 0.1331 -0.0109 0.50
C -0.598 0.386 -0.782 -1.5536 0.6013 -0.1060 -0.61
N 0.759 -0.164 -0.458 -1.0707 -0.1612 -0.6062 -0.45
C 0.582 -1.615 -0.462 -0.4175 -0.3541 -0.0850 -0.42
C -0.853 -1.855 -0.776 -0.6090 -3.4767 0.1664 0.43
N -1.961 -2.104 -1.013 0.9587 -1.0582 0.2197 -0.49
H 1.327 1.670 1.855 -0.1519 -0.0123 -0.1074 0.31
H -0.251 2.430 1.535 0.1942 -0.1153 -0.0895 0.32
H 1.007 2.399 0.273 -0.1180 -0.1131 0.1179 0.32
H -0.422 -0.127 1.360 -0.0055 0.1113 -0.2040 0.33
H -1.562 -0.428 -0.959 3.0863 4.0736 0.5614 0.24
H -0.584 1.221 -1.471 0.0688 0.2322 0.1732 0.29
H 1.170 -2.069 -1.269 -0.0365 0.1119 0.2364 0.29
H 0.832 -2.095 0.493 0.0351 0.0986 -0.2002 0.30

---

# 6
15
Properties=species:S:1:pos:R:3:forces:R:3:mulliken_charge:R:1 method="wB97M-V/def2-TZVPD" smiles=Cc1c[nH]c(N)c1 charge=0 gap_ev=8.78 lumo_energy_ev=1.0444
C 1.810 -1.555 -0.010 0.0714 -0.0544 0.0144 -1.17
C 0.670 -0.614 0.233 -0.1065 -0.0573 0.0247 0.85
C -0.366 -0.751 1.122 0.1092 -0.1071 -0.0295 -0.86
N -1.293 0.231 0.853 -0.0842 0.0954 -0.1263 0.00
C -0.863 0.992 -0.201 0.0760 -0.1630 0.0790 0.16
N -1.725 1.953 -0.774 0.1224 0.1546 -0.0593 -0.59
C 0.367 0.518 -0.581 -0.0582 0.0168 -0.1030 -0.73
H 1.622 -2.107 -0.940 0.1041 0.0319 0.1432 0.24
H 2.763 -1.029 -0.134 -0.1302 -0.0526 0.0815 0.31
H 1.922 -2.291 0.791 -0.0242 0.1435 -0.0577 0.32
H -0.530 -1.473 1.911 0.0389 0.1086 -0.1504 0.38
H -2.218 0.301 1.245 0.1401 0.0051 -0.0272 0.22
H -1.611 2.880 -0.380 0.0031 -0.0743 0.0442 0.24
H -1.539 2.015 -1.769 -0.1084 0.0414 0.1167 0.26
H 0.992 0.929 -1.365 -0.1533 -0.0886 0.0496 0.36

---

# 7
15
Properties=species:S:1:pos:R:3:forces:R:3:mulliken_charge:R:1 method="wB97M-V/def2-TZVPD" charge=0 gap_ev=9.20 lumo_energy_ev=0.9477
C 2.309 0.156 0.155 0.0144 -0.0144 0.0179 -0.84
N 0.922 -0.183 -0.176 0.0542 -0.1744 -0.0138 0.24
C 0.368 -1.521 0.285 -0.4160 0.1710 0.2116 -1.11
C -0.980 -1.230 0.304 0.0319 -0.0765 0.0345 -0.30
C -1.272 0.157 0.070 0.2930 -0.0198 -0.0759 0.63
N -2.538 0.724 0.168 0.0110 -0.0264 -0.1651 -0.53
C -0.092 0.790 -0.231 -0.1501 -0.1588 -0.0413 -0.59
H 2.908 -0.749 0.031 -0.0893 0.1558 0.0388 0.33
H 2.679 0.949 -0.505 -0.1324 -0.1659 0.1043 0.32
H 2.367 0.485 1.196 -0.0362 -0.0577 -0.1781 0.31
H 0.934 -1.088 -0.926 0.0238 0.5148 -0.1553 0.41
H -1.749 -1.979 0.481 0.1801 0.1528 0.0118 0.33
H -3.300 0.081 -0.002 0.1627 0.0852 0.0533 0.24
H -2.670 1.594 -0.328 0.0611 -0.1252 0.0824 0.23
H 0.114 1.814 -0.522 -0.0081 -0.2605 0.0749 0.33

---

# 8
15
Properties=species:S:1:pos:R:3:forces:R:3:mulliken_charge:R:1 method="wB97M-V/def2-TZVPD" smiles="N[C@@H]1C=N1.C1=CC1" charge=0 gap_ev=9.47 lumo_energy_ev=1.1096
N 1.828 0.463 -0.474 0.1303 0.1680 0.1196 -0.37
C 1.251 -0.258 0.559 0.8014 0.0694 0.7966 -0.42
C 0.318 0.238 1.540 0.1153 -0.0058 0.0458 0.23
N 1.318 0.268 2.269 0.0006 -0.1499 -1.0136 -0.58
H 2.818 0.311 -0.606 -0.1013 0.1178 0.0346 0.20
H 1.553 1.427 -0.587 0.0320 -0.1159 0.1155 0.21
H 1.524 -1.307 0.541 -0.1700 0.0943 0.2050 0.42
H -0.768 0.378 1.558 0.1420 0.2911 0.3332 0.27
C -0.846 -0.893 -0.730 -0.8180 -0.3485 -0.2632 -0.22
C -1.860 -0.548 0.000 -0.2231 -0.4650 -0.4550 -0.66
C -1.395 0.466 -0.996 -0.0777 0.2946 -0.2196 -0.33
H -0.251 -1.682 -1.154 0.0991 0.1029 0.1296 0.45
H -2.655 -0.848 0.661 0.0629 0.0673 0.0305 0.44
H -0.857 1.371 -0.678 -0.0426 -0.2754 0.0557 0.12
H -1.979 0.613 -1.905 0.0491 0.1550 0.0851 0.23

---

# 9
15
Properties=species:S:1:pos:R:3:forces:R:3:mulliken_charge:R:1 method="wB97M-V/def2-TZVPD" charge=0 gap_ev="8.26 / 8.53" lumo_energy_ev="-0.6065 / 0.0816"
C 0.795 1.888 -0.881 1.1612 -0.7070 1.3179 -0.02
C -0.380 -2.513 -1.215 -0.2675 -4.9858 -2.0436 -0.63
C -0.796 -1.509 -0.470 -2.2991 2.8755 1.7008 0.09
C 0.847 1.423 0.609 1.0747 0.6295 -0.9375 -0.59
C -0.131 0.302 0.876 -3.1434 1.9995 1.1281 -0.40
N 0.690 1.121 -1.834 -0.6540 -0.3936 -0.5478 -0.44
N 0.106 -0.746 0.059 3.1710 -1.3863 -1.2267 -0.32
H 1.199 2.871 -1.070 -0.1625 0.8292 -0.1168 0.36
H -1.088 -3.400 -1.525 1.4947 2.1165 0.3512 0.24
H 0.714 -2.644 -1.337 -0.9596 0.0707 -0.0284 0.28
H -1.847 -1.164 -0.253 0.4777 -0.9968 -0.5003 0.23
H 1.798 0.826 0.693 -0.3952 1.1305 -0.0789 0.24
H 0.907 2.357 1.247 -0.4882 -1.4603 -0.3094 0.34
H 0.086 0.018 1.889 -0.1054 -0.3758 0.8764 0.24
H -1.255 0.520 0.808 1.0956 0.6542 0.4151 0.39

---

# 10
15
Properties=species:S:1:pos:R:3:forces:R:3:mulliken_charge:R:1 method="wB97M-V/def2-TZVPD" smiles=Cn1cccc1N charge=0 gap_ev=8.50 lumo_energy_ev=1.0000
C 1.126 0.881 -0.927 0.2729 0.1207 -0.1429 -0.98
N 0.073 -0.117 -0.747 -0.0813 -0.0083 0.1430 -0.04
C -1.213 0.418 -0.925 -0.1513 0.1146 0.0315 -0.63
C -1.946 0.213 0.193 -0.0432 -0.0001 -0.0690 -0.34
C -1.121 -0.510 1.127 0.0669 -0.1265 0.0564 -0.54
C 0.075 -0.719 0.513 -0.0581 0.0672 0.0619 0.37
N 1.191 -1.445 0.928 0.0772 0.1100 0.0210 -0.51
H 2.120 0.445 -0.826 -0.0804 -0.0462 -0.0310 0.29
H 1.053 1.336 -1.914 -0.0268 -0.0947 0.0102 0.34
H 1.006 1.665 -0.166 0.1082 -0.0175 -0.1369 0.31
H -1.460 0.901 -1.860 0.0317 0.0334 0.1638 0.43
H -2.978 0.502 0.340 0.1129 -0.0823 -0.0311 0.41
H -1.387 -0.839 2.120 -0.0852 -0.1298 -0.1320 0.42
H 1.959 -1.462 0.274 -0.1084 0.0391 0.0445 0.25
H 1.501 -1.269 1.870 -0.0352 0.0203 0.0106 0.23

---

Computed values of ΔE to the lowest compared entry with this formula, charge and spin (unit: kcal/mol) for the preceding records, in sequence: 71.4, 101.6, 95.0, 99.0, 81.0, 3.3, 92.8, 131.7, 113.3, 18.7.
Computed values of calculated total energy (unit: Ha) for the preceding records, in sequence: -304.7217, -304.6736, -304.6841, -304.6777, -304.7065, -304.8303, -304.6876, -304.6256, -304.6549, -304.8057.